23
Properties=species:S:1:pos:R:3:nbo_charge:R:1 method="wB97M-V/def2-TZVPD" charge=+1 max_force_ev_per_a=4.80 molar_mass_g_mol=132.19 lumo_ev=-3.24 homo_ev=-12.21 homo_lumo_gap_ev=8.968 total_energy_ev=-11922.412
C -2.5546 0.3502 1.8639 0.736
C 2.8127 0.4002 -0.1202 -0.669
C 0.5621 -1.0440 -2.7155 -0.443
C -1.7194 1.3371 1.1415 -0.765
C 1.5154 0.0299 -0.8011 0.511
N -2.2899 -0.0233 3.1084 -0.753
N 0.3792 0.3074 -0.3402 -0.829
N 1.7477 -0.4700 -2.0495 -0.596
O -3.5168 -0.1709 1.1977 -0.597
H 3.2433 -0.4992 0.2593 0.235
H 3.6010 0.8007 -0.8041 0.239
H 2.6063 1.0795 0.7480 0.235
H 0.0216 -0.1666 -3.2145 0.207
H 0.8794 -1.8111 -3.4592 0.226
H 0.0571 -1.6214 -1.8800 0.209
H -1.1001 1.9614 1.8961 0.251
H -2.1915 1.9841 0.4428 0.271
H -1.5499 0.3786 3.7253 0.449
H -2.8295 -0.7382 3.6880 0.434
H -0.8796 0.6627 0.6625 0.353
H -0.4710 0.2540 -0.9049 0.362
H 2.5643 -0.5053 -2.5304 0.403
H -4.1972 -0.7496 1.6572 0.529



21
Properties=species:S:1:pos:R:3:nbo_charge:R:1 method="wB97M-V/def2-TZVPD" charge=0 max_force_ev_per_a=3.13 molar_mass_g_mol=104.17 lumo_ev="0.51 / 0.34" homo_ev="-3.14 / -8.53" s_squared=0.754 homo_lumo_gap_ev="3.650 / 8.865" multiplicity=2 total_energy_ev=-8944.167
C 0.5643 0.0325 -1.2107 -0.331
C 1.1618 -0.9840 -0.2808 -0.421
C 0.1668 -2.0932 -0.0050 -0.471
C -0.7904 -1.2896 2.2289 -0.466
C -0.9723 -1.8120 0.9922 -0.222
N -0.6089 0.8685 -0.8292 -0.973
H 1.3368 0.7644 -1.4893 0.204
H 0.2342 -0.5098 -2.1361 0.205
H 1.5346 -0.4055 0.5660 0.213
H 2.0290 -1.3995 -0.8155 0.224
H -0.4375 -2.2271 -0.9012 0.210
H 0.6257 -3.0142 0.3705 0.229
H -0.3040 -0.3153 2.2800 0.188
H -1.4296 -1.5782 3.0517 0.195
H -1.9839 -2.0443 0.7064 0.201
H -1.4590 0.9528 -1.4268 0.241
H -0.2454 1.8404 -0.7150 0.411
H -0.9650 0.5208 0.0894 0.410
H 1.1013 4.0565 -0.5837 0.458
H 0.1053 4.7812 0.1343 0.469
O 0.3363 3.8555 -0.0260 -0.974



21
Properties=species:S:1:pos:R:3:nbo_charge:R:1 method="wB97M-V/def2-TZVPD" charge=+1 max_force_ev_per_a=3.03 molar_mass_g_mol=104.17 lumo_ev=-3.46 homo_ev=-14.10 smiles=C[C@H]([NH3+])CCCO homo_lumo_gap_ev=10.640 total_energy_ev=-8942.011
C -0.7022 2.2942 0.3360 -0.675
C 0.0364 0.9885 0.0447 -0.090
N 1.1990 1.2797 -0.9183 -0.681
C -0.9796 0.0470 -0.6083 -0.425
C -0.6989 -1.4825 -0.5780 -0.448
C 0.5223 -1.9196 0.2021 -0.048
O 0.3642 -1.4463 1.5599 -0.765
H -1.6672 2.5114 -0.1233 0.251
H -0.0995 3.1873 0.3105 0.222
H -1.2869 2.1719 1.2870 0.267
H 0.3140 0.5449 1.0026 0.292
H 1.7646 0.4544 -1.1107 0.445
H 1.7593 1.9212 -0.3469 0.441
H 0.9968 1.8206 -1.7613 0.448
H -1.0506 0.3168 -1.6842 0.216
H -2.0044 0.3136 -0.3512 0.253
H -0.6626 -1.9805 -1.5614 0.232
H -1.6082 -1.9578 -0.1505 0.237
H 0.8509 -2.9492 0.2536 0.217
H 1.3490 -1.3416 -0.2310 0.110
H 0.5277 -2.1392 2.2234 0.501



21
Properties=species:S:1:pos:R:3:nbo_charge:R:1 method="wB97M-V/def2-TZVPD" charge=+1 max_force_ev_per_a=2.24 molar_mass_g_mol=104.17 lumo_ev=-3.43 homo_ev=-14.54 homo_lumo_gap_ev=11.117 total_energy_ev=-8942.411
C -1.0265 0.0055 2.8030 -0.613
C -1.3946 -0.7312 1.5133 -0.419
C -1.3005 0.1542 0.2862 -0.469
C -0.0117 0.3184 -0.4396 0.129
C 0.1280 0.5916 -1.7121 -0.353
N 1.2109 0.4825 0.4121 -0.693
H -0.7764 -0.6285 3.6517 0.237
H -1.8467 0.6361 3.1107 0.231
H -0.1982 0.7074 2.6856 0.164
H -2.4418 -1.0433 1.5980 0.243
H -0.8277 -1.6637 1.4085 0.207
H -2.0221 -0.1735 -0.4615 0.256
H -1.6977 1.1440 0.5420 0.236
H 1.0000 0.6727 -2.3486 0.258
H -0.7541 0.4449 -2.3494 0.241
H 1.2610 1.3709 0.8939 0.443
H 2.0149 0.4330 -0.2217 0.450
H 1.3520 -0.2675 1.0948 0.446
H 2.9506 -0.2761 -4.3954 0.483
H 2.0510 -1.4739 -4.2933 0.484
O 2.3297 -0.7035 -3.7781 -0.961



21
Properties=species:S:1:pos:R:3:nbo_charge:R:1 method="wB97M-V/def2-TZVPD" charge=+1 max_force_ev_per_a=2.29 molar_mass_g_mol=104.17 lumo_ev=-2.94 homo_ev=-15.69 homo_lumo_gap_ev=12.743 total_energy_ev=-8943.419
C 1.6488 -0.5743 0.8746 -0.657
C 0.5692 -0.7693 -0.1691 -0.019
N -0.2500 0.5238 -0.2415 -0.512
C -1.7044 0.3554 -0.4624 -0.229
C -1.9204 -1.1309 0.0589 -0.423
C -0.5582 -1.8093 0.1696 -0.430
H 2.4263 0.1470 0.6515 0.252
H 1.1526 -0.4513 1.8450 0.219
H 2.1770 -1.5179 0.9925 0.259
H 0.8631 -0.9074 -1.2122 0.220
H -0.0888 0.9097 0.6909 0.427
H 0.1904 1.1712 -0.8997 0.462
H -1.9153 0.4336 -1.5441 0.224
H -2.3020 1.1295 0.0075 0.240
H -2.5065 -1.6403 -0.7144 0.248
H -2.4616 -0.9404 0.9812 0.237
H -0.4010 -2.1210 1.2003 0.232
H -0.3586 -2.6300 -0.5135 0.246
H 1.9641 3.3824 -1.3435 0.494
H 1.8477 3.5021 0.1860 0.492
O 1.6275 2.9374 -0.5575 -0.981



21
Properties=species:S:1:pos:R:3:nbo_charge:R:1 method="wB97M-V/def2-TZVPD" charge=+1 max_force_ev_per_a=2.51 molar_mass_g_mol=104.17 lumo_ev=-3.05 homo_ev=-12.81 homo_lumo_gap_ev=9.759 total_energy_ev=-8942.359
C -1.4643 -2.8163 -0.9271 -0.634
C -1.4957 -1.2830 -0.7046 -0.214
N -0.1075 -0.6987 -1.0024 -0.703
H -2.4368 -3.1732 -0.6509 0.257
H -1.3850 -3.0614 -2.0404 0.230
H -0.6361 -3.2591 -0.3712 0.224
H -2.2154 -0.7942 -1.3563 0.232
H -1.7275 -1.0082 0.3346 0.225
H 0.5500 -1.0307 -0.3118 0.433
H -0.0013 0.3628 -1.0127 0.484
H 0.2245 -1.0650 -1.9022 0.435
C 1.2313 1.4455 2.4342 -0.642
C 0.5984 1.4218 1.0620 -0.289
C 1.1557 2.0870 -0.0012 0.110
O 0.7448 2.0356 -1.3428 -0.740
H 1.3262 0.4244 2.8702 0.226
H 2.1964 1.9653 2.4354 0.231
H 0.6096 2.0521 3.1472 0.238
H -0.3226 0.8700 0.9510 0.179
H 2.1035 2.6545 0.1568 0.195
H 1.0522 2.8709 -1.7677 0.523



21
Properties=species:S:1:pos:R:3:nbo_charge:R:1 method="wB97M-V/def2-TZVPD" charge=+1 max_force_ev_per_a=4.47 molar_mass_g_mol=104.17 lumo_ev=-5.92 homo_ev=-14.76 homo_lumo_gap_ev=8.838 total_energy_ev=-8940.697
C 0.5530 -1.4968 -1.4016 -0.655
C -0.6982 -1.6379 -0.5560 -0.426
C -1.4025 -0.3749 -0.0503 -0.387
C -0.4680 0.7578 0.5044 -0.283
C 0.2471 0.0212 2.7079 0.132
N 0.4319 0.0664 1.4307 -0.394
H 0.7840 -0.5120 -1.8001 0.224
H 1.4666 -1.8308 -0.8817 0.201
H 0.5400 -2.2280 -2.2261 0.250
H -1.5343 -2.1879 -1.0111 0.240
H -0.3520 -2.2533 0.2857 0.193
H -2.1190 0.0053 -0.7615 0.238
H -2.0354 -0.7444 0.7950 0.201
H -0.0866 1.3224 -0.3505 0.307
H -1.1848 1.2501 1.1536 0.229
H 1.0422 -0.0489 3.4461 0.235
H -0.7465 -0.3852 2.9157 0.231
H 1.2857 -0.3979 1.0698 0.456
H 1.6571 2.3157 -2.6476 0.494
H 0.5106 3.0566 -1.9476 0.483
O 1.0543 2.2664 -1.8991 -0.967



21
Properties=species:S:1:pos:R:3:nbo_charge:R:1 method="wB97M-V/def2-TZVPD" charge=+1 max_force_ev_per_a=2.27 molar_mass_g_mol=104.17 lumo_ev=-3.19 homo_ev=-12.61 homo_lumo_gap_ev=9.419 total_energy_ev=-8941.655
C 1.1720 1.2022 1.0804 -0.658
C 0.0927 0.4165 0.3573 -0.021
C 0.1084 0.5441 -1.1768 -0.457
C -0.6547 1.7390 -1.6702 -0.174
C -1.4364 2.4974 -0.8957 -0.400
N 0.4179 -1.0847 0.6267 -0.688
H 1.8053 1.7471 0.3767 0.254
H 1.9710 0.5392 1.4358 0.213
H 0.8563 1.8309 1.8962 0.259
H -0.9215 0.5800 0.6965 0.236
H 1.1576 0.7139 -1.4444 0.228
H -0.1007 -0.4142 -1.6620 0.218
H -0.4534 2.0786 -2.6824 0.226
H -1.5566 3.5723 -0.9830 0.224
H -2.1931 2.1077 -0.2115 0.197
H -0.1491 -1.8196 0.1920 0.467
H 1.4197 -1.2575 0.5968 0.438
H 0.2251 -1.1081 1.6316 0.435
H -0.4404 -4.9412 -0.1133 0.495
H -0.8847 -4.6579 1.3591 0.492
O -0.4353 -4.2855 0.5902 -0.983



21
Properties=species:S:1:pos:R:3:nbo_charge:R:1 method="wB97M-V/def2-TZVPD" charge=+2 max_force_ev_per_a=4.89 molar_mass_g_mol=104.17 lumo_ev="-12.91 / -14.50" homo_ev="-20.36 / -20.02" s_squared=0.982 homo_lumo_gap_ev="7.443 / 5.518" multiplicity=2 total_energy_ev=-8919.506
C -1.7831 -0.3144 0.9197 -0.071
O -3.0968 -0.0247 0.5753 -0.399
C -0.7813 -0.0405 -0.2990 -0.125
C 0.7428 -0.3409 0.2200 -0.268
C 1.4360 0.8882 0.8534 -0.654
C 1.6777 -1.1098 -0.7005 -0.664
N -1.0068 1.4819 -0.5427 -0.490
H -1.4444 0.3718 1.7336 0.290
H -1.5941 -1.3387 1.3560 0.257
H -3.6936 -0.7759 0.4712 0.541
H -1.0960 -0.7636 -1.0719 0.272
H 0.4602 -0.9986 1.2077 0.331
H 1.0601 1.5276 1.6537 0.291
H 1.5461 1.6840 0.0691 0.249
H 2.4793 0.5842 1.1084 0.268
H 2.6271 -1.4978 -0.1320 0.390
H 1.3097 -1.8950 -1.4312 0.291
H 2.2564 -0.3982 -1.3927 0.313
H -1.8381 1.5792 -1.2351 0.422
H -0.1450 0.9626 -1.1598 0.299
H 0.8839 0.4186 -2.2033 0.455



22
Properties=species:S:1:pos:R:3:nbo_charge:R:1 method="wB97M-V/def2-TZVPD" charge=-1 max_force_ev_per_a=3.47 molar_mass_g_mol=120.17 lumo_ev=4.06 homo_ev=-3.59 homo_lumo_gap_ev=7.657 total_energy_ev=-10995.676
C -1.7187 -1.1001 -0.5889 0.000
O -0.4944 -1.6159 -0.7965 -0.922
C -1.8068 0.5013 -0.5008 -0.453
C -1.1730 0.9571 0.7910 -0.413
C 0.4734 1.0799 1.0857 -0.188
C 2.2975 -0.3940 0.6552 -0.425
N 1.0473 -0.2281 1.3350 -0.691
H -2.5522 -1.4164 -1.2464 0.106
H -1.8913 -1.2185 0.5127 0.095
H -2.9078 0.6298 -0.5245 0.175
H -1.4432 1.0594 -1.3748 0.194
H -1.5160 1.9514 1.0423 0.187
H -1.3543 0.2166 1.5516 0.187
H 0.4439 1.8763 1.9760 0.132
H 1.0487 1.7250 0.4046 0.165
H 2.8396 -1.2699 1.0194 0.179
H 3.0460 0.4454 0.8128 0.169
H 2.2966 -0.6736 -0.4536 0.208
H 0.2442 -0.7679 0.9606 0.421
H 0.4580 -1.1619 -1.7851 0.519
H 1.5626 0.1016 -2.3179 0.439
O 1.1002 -0.6973 -2.5583 -1.085



One value per record, in order, for energy above the lowest of the compared OMol25 structures with the same formula, charge and spin: 192.5 380.8 192.6 154.1 56.8 159.1 319.4 227.0 1054.7 186.2 kJ/mol.